The following is a DFT calculation (ωB97M-V/def2-TZVPD) of a cluster of 14 separate species, C7H35NO13 in total in a non-equilibrium geometry.

Calculated values
- Total charge: 0
- Gap between HOMO and LUMO: 8.35 eV
- Maximum force: 0.0538 Eh/bohr
- Calculated total energy: -35935.50132 eV

```
56
Properties=species:S:1:pos:R:3:forces:R:3
O 0.24251 2.56667 -3.47251 0.4 -0.1 0.0
O 2.20221 2.06240 -1.30594 0.8 -2.1 -0.9
O -1.84051 -3.02605 0.87824 0.4 -0.2 0.7
O 3.27939 -2.38199 -2.50883 0.0 -0.1 -0.1
O 0.50794 0.77640 4.27616 0.4 2.5 -0.6
O 0.36611 4.11019 -0.71959 -0.2 0.7 1.4
O -2.07256 3.80801 -2.09458 0.2 0.3 0.2
O -1.48987 -1.10718 4.79379 -0.2 -0.2 -0.6
O -3.08334 -0.97421 2.22962 0.2 0.1 -0.2
O 3.09929 -3.16507 0.34696 0.1 0.1 0.2
O 1.75271 -0.19146 -2.88258 -0.1 0.4 -0.5
O 2.18156 -1.95765 3.18085 -0.3 0.5 0.5
O 0.84457 -4.17441 2.20612 -0.6 -0.1 1.2
N -0.41571 -1.35146 -1.60384 -1.9 -0.1 0.0
C -0.77446 1.68829 1.16322 0.0 1.1 1.2
C -1.74337 1.64112 0.19191 0.3 -1.5 -0.7
C 0.34344 0.86736 1.18173 0.5 -0.5 -0.3
C -0.57168 -0.26200 -0.72537 0.9 0.0 0.0
C -2.40569 0.74336 -2.12909 -1.4 -2.0 1.3
C -1.58976 0.69442 -0.85435 0.6 0.6 -0.2
C 0.40959 -0.17288 0.28825 -1.0 -0.1 -0.6
H -2.15657 1.42008 -2.93362 0.3 0.2 0.1
H 2.82019 -2.21814 2.52424 0.2 -0.2 -0.4
H 0.51134 -1.61249 -1.82440 1.1 0.0 0.2
H -2.67179 2.19594 0.25401 0.2 0.4 0.0
H -3.46712 0.81246 -1.84789 0.1 0.7 -0.2
H -0.37705 3.07424 -2.93254 -0.6 0.0 -0.1
H -3.13292 -0.09441 1.84086 0.0 0.2 0.1
H -2.40795 -1.40759 1.67988 0.1 0.0 0.2
H 2.77927 -1.67692 -2.95283 -0.1 0.2 0.3
H 2.20584 2.20779 -0.36269 -0.4 1.1 -0.1
H 0.12598 2.91164 -4.36264 0.0 0.0 0.0
H 0.27290 3.24460 -1.10653 0.0 -0.3 -0.4
H 1.85801 0.52155 -2.22845 0.4 0.0 0.4
H -0.84055 2.38655 1.98941 -0.2 0.2 -0.1
H 4.13446 -2.37205 -2.94476 0.1 -0.1 0.1
H -0.06446 -3.98831 1.94613 0.1 -0.1 -0.5
H 0.41808 4.81886 -1.35404 0.2 -0.1 -0.7
H 4.01873 -2.92649 0.50327 0.0 -0.2 0.1
H -2.57459 3.16500 -1.58353 -0.1 -0.1 -0.2
H -2.79464 -2.93229 0.84295 -0.1 -0.3 -0.5
H -1.55242 4.23742 -1.39324 -0.1 0.0 -0.1
H -1.43365 -2.87553 0.02073 -0.3 0.2 -0.5
H 1.15354 1.04175 1.87852 -0.3 -0.2 0.3
H -1.99189 -0.35857 5.11627 0.0 0.3 0.5
H 1.10744 0.60419 4.98776 0.3 -0.7 0.4
H 1.45490 -2.58779 3.04826 0.3 -0.1 0.0
H 1.15471 0.23505 -3.50798 0.0 -0.2 -0.1
H 1.13897 -0.97430 0.28716 0.3 0.3 0.3
H -0.88454 -1.23575 -2.48854 -0.1 0.0 0.1
H 1.91909 2.67888 -1.97975 -0.1 0.8 0.7
H -1.90072 -1.20836 3.91950 0.0 -0.3 0.0
H 2.93599 -2.76410 -0.51448 0.0 -0.1 -0.5
H -2.43525 -0.29544 -2.46949 0.1 0.2 -0.7
H 0.00718 0.01800 4.04858 -0.5 -1.5 0.3
H 1.42714 -4.23932 1.45969 0.2 0.2 -0.8
```
Positions in Å, forces in eV/Å.

---

The following is a DFT calculation (ωB97M-V/def2-TZVPD) of a cluster of 12 separate species, C7H36NO11 in total in a non-equilibrium geometry.

Calculated values
- Total charge: +2
- Gap between HOMO and LUMO (alpha / beta): 9.43 / 6.17 eV
- Expectation value of S²: 0.77
- 2S+1: 2
- Maximum force: 0.0899 Eh/bohr
- Calculated total energy: -31838.25358 eV

```
55
Properties=species:S:1:pos:R:3:forces:R:3
O -3.18380 -2.65850 1.64632 0.2 -0.4 -0.5
O 4.19358 0.17143 -3.50692 0.2 0.8 -0.1
O 3.87888 -0.45077 0.93048 1.9 1.3 -0.2
O 4.72364 1.10258 -1.09397 0.2 -0.2 1.9
O -0.13418 -2.06031 -2.19821 0.1 0.1 0.1
O -2.30549 -2.62946 -0.89702 -1.0 0.3 0.1
O 1.19139 -3.66532 -0.72280 1.6 -0.6 -0.4
O -3.67649 0.31346 2.38999 0.1 0.6 0.4
O 3.22882 -3.16330 1.04100 -0.3 0.9 0.3
O -2.03450 4.47877 1.17829 1.0 0.9 1.4
O -3.36679 2.42118 -0.73301 0.2 -0.2 -1.2
N -2.09213 -0.25442 -1.98855 2.4 0.4 -1.6
C 0.22611 0.88843 1.75797 -0.5 -0.1 -3.9
C 0.18978 0.74347 -2.06233 -0.1 -1.7 -0.6
C 0.45054 0.47628 -0.57576 -1.0 -0.1 -3.5
C 0.43029 1.37870 4.15346 1.1 0.6 0.1
C -0.17405 1.63260 2.80541 -0.7 0.3 3.6
C -1.26408 0.98259 -2.51031 -0.4 -0.2 2.5
C -0.20688 1.16188 0.37797 1.6 -1.0 4.2
H -3.15164 -1.73895 1.90744 -0.4 0.2 0.7
H 3.62162 -0.53751 -3.75947 -0.4 -0.8 -0.3
H -2.85934 -0.54129 -2.61823 0.4 0.3 0.5
H 5.37161 1.05386 -1.78718 -0.1 0.0 -0.8
H 4.35776 0.64656 -4.32847 0.1 0.0 -0.1
H -0.89528 1.96013 0.26929 -0.5 0.6 -0.7
H 1.88919 -3.34082 -0.11643 -0.2 0.1 0.9
H 4.53517 -0.13973 1.61299 -1.1 -0.7 -0.6
H 0.80025 1.57630 -2.35209 0.4 0.7 -0.3
H 3.91787 1.52948 -1.36560 0.1 0.2 -0.8
H -1.07111 2.25108 2.83669 0.3 0.4 -0.7
H -1.34119 5.08384 0.83451 -0.9 -0.9 -0.2
H 0.50954 -0.13688 -2.63155 0.6 0.5 0.3
H 1.80220 -4.29476 -1.18667 -1.2 0.4 0.0
H -0.32369 0.94605 4.83602 0.1 0.4 -0.2
H -1.32690 -1.12115 -1.95745 -1.5 1.1 0.1
H 1.24322 0.65385 4.03933 -0.1 0.1 0.2
H -4.58200 0.54124 2.66708 0.3 -0.3 -0.2
H 3.04341 -3.06437 1.98447 -0.1 -0.8 0.1
H 4.35058 -0.05320 0.11517 -1.0 -0.5 0.8
H 1.13237 -0.36346 -0.46216 0.1 0.4 0.9
H -1.47671 0.95439 -3.57222 0.6 0.8 -0.1
H -3.32920 2.35273 0.20650 -0.8 -0.4 1.1
H -1.49934 1.91661 -1.92106 -1.0 -1.0 -1.4
H -3.13386 0.74931 3.06925 -0.3 -0.3 -0.2
H -0.50310 -2.93843 -2.37370 0.0 0.0 -0.3
H 0.94364 0.09543 1.89286 0.3 -0.1 0.1
H -3.52750 -3.23268 2.34104 0.0 0.4 0.0
H 0.47099 -2.26079 -1.43693 -0.1 -0.5 -0.8
H -2.45533 -0.00663 -1.09566 -0.5 -0.3 0.9
H -4.27404 2.24469 -1.03373 0.3 0.3 0.4
H 0.89601 2.28796 4.68873 -1.0 -1.0 -0.9
H 3.47912 -2.23051 0.88993 0.5 0.1 -0.5
H -2.94893 -2.62010 -0.13784 1.2 -0.7 -0.4
H -2.31235 3.81543 0.57082 0.0 0.1 -1.4
H -1.42770 -2.90699 -0.61770 -0.6 -0.3 0.8
```
Positions in Å, forces in eV/Å.

---

The following is a DFT calculation (ωB97M-V/def2-TZVPD) of a cluster of 13 separate species, C7H36O12 in total in a non-equilibrium geometry.

Calculated values
- Total charge: 0
- Gap between HOMO and LUMO: 8.55 eV
- Maximum force: 0.2848 Eh/bohr
- Calculated total energy: -32407.02280 eV

```
55
Properties=species:S:1:pos:R:3:forces:R:3
O 1.50084 -3.69019 -1.92251 3.1 -1.8 3.6
O 3.20525 -0.23981 -2.86349 -0.1 -2.5 -1.6
O -4.20987 1.87226 1.87636 3.0 -0.1 -2.1
O 0.51468 -0.11262 -2.88861 2.1 -0.6 -3.4
O 1.06983 2.57243 -3.16887 -4.9 2.8 -1.4
O -3.46168 0.26772 -0.33245 -0.9 0.0 -2.7
O 3.08781 -2.21007 1.17189 0.6 0.5 5.3
O -1.95908 -1.13341 -3.24729 6.0 13.4 0.6
O -1.59460 0.02310 3.75567 1.9 3.5 -0.2
O 1.91921 -0.05062 3.45508 2.2 -4.1 -1.6
O -2.74531 -1.64189 1.64295 -0.8 -0.1 1.9
O 3.90169 1.68080 1.48534 1.2 -0.4 -2.0
C 1.19819 1.59005 -0.52229 0.4 2.1 0.4
C -0.33100 -0.16149 0.29995 -3.3 2.7 0.9
C -0.79825 3.20748 1.31801 -2.2 0.1 1.7
C 0.26264 -1.23355 -0.09930 4.3 -0.4 -1.5
C -0.09400 -2.60472 0.26948 -1.5 -2.0 -1.4
C -1.21006 2.26502 0.19465 1.7 -0.6 -1.1
C -0.04226 1.29664 -0.07994 1.0 -2.0 0.2
H 3.24781 0.34147 -2.15822 0.6 2.2 2.2
H 0.10908 3.79646 1.19384 0.0 -0.3 -0.3
H 1.78556 2.04297 -3.08754 3.1 -2.9 0.1
H -3.59535 2.69154 1.72909 -1.7 -2.4 0.4
H 0.71128 -3.85556 -2.35718 -2.5 -0.5 -1.3
H 0.59569 -3.37962 -0.24205 -2.3 1.7 0.8
H -2.84022 -1.59269 0.68535 -1.2 0.1 0.6
H 2.10747 -1.03719 3.02847 -0.5 3.9 1.5
H 1.23153 0.03420 -2.23389 -1.1 -0.1 -0.5
H -1.31529 -0.35116 0.89413 2.0 0.7 -0.9
H 2.41818 -2.42173 0.62622 -3.0 -0.9 -3.3
H -0.77518 2.67390 2.34607 0.1 0.8 -1.7
H -1.46923 2.81991 -0.74805 0.3 -0.4 0.8
H 0.28647 2.06352 -3.53413 1.9 0.6 0.9
H 0.98728 -0.00080 3.35376 -1.6 0.3 0.0
H 0.02300 -2.86420 1.28273 0.2 0.3 1.7
H 4.02685 0.86180 1.94187 -0.2 -0.6 0.6
H 3.89326 -2.04355 0.78601 2.5 0.4 -1.8
H 1.48126 -4.33150 -1.08063 0.3 1.8 -3.3
H -1.98520 -0.78782 3.77837 -1.6 -3.6 0.3
H 1.48546 2.67204 -0.72231 -0.6 -1.5 0.1
H -2.20795 -1.91013 -3.29141 -3.0 -12.0 -0.9
H -1.58475 0.21651 2.81298 0.0 0.2 0.0
H -3.77007 1.12482 1.26621 -1.5 2.6 1.8
H -2.73920 -0.25218 -0.68190 1.0 -0.5 0.2
H 1.08367 -0.21819 -3.77580 -1.7 0.4 2.9
H -0.92154 -0.89692 -3.34335 -3.3 -1.3 0.8
H -1.26197 -2.71376 0.12238 2.5 -0.6 -0.2
H -2.06455 1.60989 0.42438 0.5 0.9 0.1
H 3.41422 2.23306 2.04845 -1.1 1.0 1.3
H 1.28671 -1.06792 -0.68311 -2.3 -0.7 1.1
H -3.76240 0.53652 -1.25051 -0.3 0.1 1.6
H -3.57570 -1.46555 2.19140 1.3 -0.3 -2.1
H -1.65867 3.92493 1.36378 0.8 -0.1 0.4
H 3.02593 -1.08764 -2.41255 0.2 0.2 -0.6
H 2.11248 0.93740 -0.61748 -1.4 0.3 0.6
```
Positions in Å, forces in eV/Å.